1.
79
Properties=species:S:1:pos:R:3:mulliken_spin:R:1 method="wB97M-V/def2-TZVPD" max_force_ha_per_bohr=0.0375 lumo_energy_ev="-0.4 / -0.7" e_above_lowest_kcal_mol=6.0 multiplicity=3 energy_ev=-121510.6442 s2=2.0125 charge=0
V -0.950 1.674 -0.972 1.996
O -0.621 5.047 -3.060 0.020
C -0.889 4.181 -2.279 0.005
O -0.563 2.900 -2.337 -0.009
C -1.646 4.448 -0.976 0.048
C -2.204 5.620 -0.526 -0.012
C -2.811 5.612 0.727 0.023
C -2.823 4.456 1.507 -0.011
C -2.248 3.324 0.986 0.041
N -1.701 3.346 -0.228 -0.071
C -2.089 1.945 1.622 -0.004
O -2.407 1.710 2.753 0.016
O -1.517 1.126 0.756 -0.025
H -2.165 6.503 -1.151 0.000
H -3.272 6.516 1.104 0.001
H -3.266 4.425 2.494 0.000
C 3.643 4.136 1.164 -0.001
N 2.741 3.325 0.349 0.002
C 1.451 3.088 0.538 0.030
N 1.049 2.125 -0.274 -0.061
C 2.185 1.814 -0.973 0.027
N 3.237 2.513 -0.621 -0.001
C 4.185 3.365 2.353 0.000
C 4.738 4.044 3.433 0.000
C 5.277 3.338 4.501 0.000
C 5.281 1.951 4.501 0.000
C 4.733 1.272 3.421 0.000
C 4.179 1.979 2.358 0.001
C 4.792 -0.195 3.342 0.000
N 5.603 -1.006 3.912 0.000
N 5.320 -2.281 3.385 0.000
C 4.364 -2.117 2.548 0.000
O 3.963 -0.821 2.469 0.000
C 3.735 -3.082 1.634 0.000
C 4.490 -4.125 1.103 0.000
C 3.927 -4.957 0.148 0.000
C 2.614 -4.760 -0.268 0.000
C 1.847 -3.745 0.285 0.002
C 0.409 -3.548 -0.136 -0.001
N 0.191 -2.302 -0.882 0.002
C 0.001 -1.097 -0.382 0.033
N -0.212 -0.239 -1.373 -0.050
C -0.137 -1.025 -2.497 0.011
N 0.117 -2.282 -2.240 -0.001
C 2.418 -2.904 1.233 0.000
H 3.108 5.026 1.482 0.000
H 4.455 4.438 0.509 0.000
H 0.845 3.598 1.274 0.000
H 2.223 1.060 -1.742 0.000
H 4.760 5.130 3.438 0.000
H 5.700 3.877 5.340 0.000
H 5.707 1.390 5.325 0.000
H 3.779 1.426 1.518 0.000
H 5.512 -4.259 1.434 0.000
H 4.515 -5.756 -0.285 0.000
H 2.182 -5.408 -1.024 0.000
H -0.246 -3.510 0.731 0.000
H 0.075 -4.355 -0.778 0.000
H -0.038 -0.857 0.670 -0.002
H -0.278 -0.642 -3.495 0.000
H 1.837 -2.100 1.675 0.000
S -3.681 -4.267 -0.315 0.000
C -3.829 -2.759 -0.996 0.000
S -2.904 -1.395 -0.488 0.005
C -3.542 -0.404 -1.783 0.008
N -4.403 -1.028 -2.507 0.005
N -4.584 -2.333 -2.037 0.000
C -5.551 -3.121 -2.754 0.000
C -6.465 -3.902 -2.069 0.000
C -7.412 -4.621 -2.785 0.000
C -7.448 -4.553 -4.171 0.000
C -6.528 -3.761 -4.846 0.000
C -5.576 -3.040 -4.138 0.000
S -3.013 1.224 -2.096 -0.024
H -6.436 -3.946 -0.990 0.000
H -8.131 -5.231 -2.251 0.000
H -8.198 -5.107 -4.724 0.000
H -6.547 -3.703 -5.928 0.000
H -4.860 -2.406 -4.645 0.000

***

2.
82
Properties=species:S:1:pos:R:3:mulliken_charge:R:1 method="wB97M-V/def2-TZVPD" max_force_ha_per_bohr=0.0240 lumo_energy_ev=2.0 e_above_lowest_kcal_mol=232.6 energy_ev=-119020.1226 charge=-1
Sc 1.544 -0.150 -1.731 -0.169
C -4.405 -2.659 0.125 -0.862
C -4.593 -2.666 -1.254 -0.792
C -3.610 -2.190 -2.115 -0.329
C -2.432 -1.750 -1.554 -0.990
C -1.274 -1.002 -2.127 0.585
N -1.636 0.414 -2.416 0.506
C -2.129 1.173 -1.362 -0.826
C -3.475 1.267 -0.998 0.621
C -4.664 1.186 -1.760 -0.374
C -5.865 1.191 -1.108 -0.665
C -5.932 1.245 0.313 -0.600
C -4.795 1.283 1.072 -0.589
C -3.543 1.314 0.420 0.219
C -2.232 1.176 0.925 -0.251
N -2.025 0.511 2.118 -0.246
C -1.199 -0.455 2.274 0.280
N -0.319 -1.013 1.298 1.423
C 0.896 -1.576 2.022 0.308
N 2.168 -1.704 1.539 -1.269
C 2.144 -0.300 1.520 0.073
N 1.842 0.392 0.340 0.390
C 0.803 1.213 0.662 -0.384
N -0.037 1.415 -0.345 -0.942
C -0.841 -1.285 0.059 -0.162
N -0.229 -1.117 -1.075 -0.032
C -2.238 -1.748 -0.176 0.834
C -3.223 -2.194 0.688 -0.138
C 0.842 1.519 2.082 0.769
C 0.223 2.493 2.866 -0.074
C 0.515 2.519 4.212 -0.971
C 1.413 1.583 4.764 -0.672
C 2.026 0.619 3.996 -0.656
C 1.731 0.577 2.625 0.256
C 0.353 -1.807 3.342 -0.128
C 0.962 -2.434 4.430 -0.785
C 0.323 -2.401 5.656 -0.465
C -0.884 -1.713 5.834 -0.821
C -1.465 -1.042 4.770 -0.141
C -0.851 -1.115 3.529 -0.317
N -1.380 1.286 -0.183 0.841
H -5.198 -3.012 0.771 0.438
H -5.529 -3.029 -1.659 0.389
H -3.764 -2.155 -3.186 0.571
H -4.608 1.125 -2.840 0.510
H -6.785 1.142 -1.679 0.382
H -6.901 1.240 0.796 0.392
H -4.840 1.285 2.154 0.463
H -3.085 -2.178 1.761 0.495
H -0.470 3.200 2.427 0.482
H 0.056 3.261 4.854 0.411
H 1.624 1.624 5.826 0.420
H 2.711 -0.094 4.435 0.524
H 1.919 -2.923 4.300 0.534
H 0.773 -2.904 6.504 0.387
H -1.353 -1.690 6.810 0.419
H -2.374 -0.465 4.889 0.512
C 6.216 2.572 -2.793 -1.252
C 6.051 1.217 -2.216 0.962
N 7.002 0.434 -1.830 -0.900
N 6.350 -0.692 -1.395 0.192
C 5.002 -0.624 -1.470 0.266
S 3.876 -1.731 -0.986 -0.432
N 4.825 0.628 -2.014 0.347
N 3.574 1.156 -2.335 -0.315
H 7.277 2.774 -2.910 0.366
H 5.785 3.333 -2.139 0.286
H 5.727 2.642 -3.766 0.271
H 6.864 -1.462 -1.008 0.186
H 3.429 1.075 -3.349 0.290
H 3.549 2.135 -2.073 0.309
O -1.437 1.259 -4.721 -0.592
P -0.477 0.422 -3.751 1.363
O -0.702 -1.209 -3.384 -0.740
O 0.687 1.154 -3.046 -0.534
O 0.447 -0.107 -5.093 -0.669
P 1.891 -0.781 -4.931 0.677
O 2.924 0.477 -5.157 -0.595
O 2.139 -1.794 -5.964 -0.776
O 2.105 -1.093 -3.447 -0.150
H -1.046 1.289 -5.602 0.385
H 3.257 0.444 -6.058 0.270

***

3.
72
Properties=species:S:1:pos:R:3:mulliken_spin:R:1 method="wB97M-V/def2-TZVPD" max_force_ha_per_bohr=0.0121 lumo_energy_ev="-3.4 / -3.4" e_above_lowest_kcal_mol=0.0 multiplicity=6 energy_ev=-165651.2400 s2=8.8098 charge=+1
Mn -0.113 0.535 0.812 3.882
O 2.199 0.583 5.155 0.004
C 1.457 0.971 4.104 -0.024
O 1.907 1.600 3.184 -0.005
C 0.046 0.464 4.180 -0.016
C -0.491 0.147 5.405 0.169
C -1.852 -0.230 5.461 0.004
C -2.582 -0.236 4.315 0.109
C -1.964 0.112 3.078 0.187
N -0.624 0.424 3.018 0.290
C -2.659 0.165 1.856 0.213
O -3.983 -0.050 1.759 0.047
O -2.081 0.375 0.730 0.093
H 3.073 0.987 5.042 0.000
H 0.116 0.205 6.294 0.006
H -2.304 -0.501 6.404 0.002
H -3.625 -0.526 4.354 0.021
H -4.394 -0.059 2.630 -0.006
Br 4.168 6.450 -0.305 0.000
C 2.854 5.141 0.045 0.006
C 1.540 5.538 0.343 0.002
C 0.564 4.609 0.595 0.016
C 0.851 3.230 0.557 0.003
O -0.135 2.396 0.754 -0.034
C 2.180 2.838 0.283 0.005
C 2.614 1.485 0.341 0.035
N 1.892 0.469 0.679 -0.047
C 2.443 -0.841 0.778 0.037
C 3.772 -1.162 0.814 -0.001
C 4.177 -2.515 0.904 -0.001
C 3.259 -3.522 0.969 0.000
C 1.876 -3.214 0.961 0.003
C 0.853 -4.193 1.037 0.006
C -0.456 -3.814 1.025 0.000
C -0.766 -2.440 0.950 0.031
N 0.160 -1.515 0.892 -0.058
C 1.482 -1.874 0.879 -0.015
C 3.169 3.814 0.018 -0.002
H 1.301 6.592 0.372 0.000
H -0.449 4.912 0.820 0.001
H 3.663 1.321 0.103 -0.002
H 4.535 -0.396 0.787 0.000
H 5.234 -2.740 0.925 0.000
H 3.570 -4.556 1.038 0.000
H 1.129 -5.239 1.102 0.000
H -1.260 -4.534 1.075 0.001
H -1.795 -2.105 0.924 -0.011
H 4.182 3.497 -0.196 0.000
O -0.122 0.420 -1.326 0.022
S -1.401 0.710 -2.101 0.014
C -0.856 0.865 -3.791 0.006
C -1.779 1.307 -4.727 -0.002
C -1.386 1.424 -6.051 0.000
C -0.083 1.112 -6.417 0.000
C 0.831 0.689 -5.463 0.000
C 0.449 0.562 -4.135 0.003
C -2.224 -0.868 -2.222 -0.004
C -3.606 -0.895 -2.147 0.008
C -4.258 -2.118 -2.240 0.001
C -3.524 -3.285 -2.391 0.001
C -2.135 -3.240 -2.449 -0.001
C -1.474 -2.026 -2.365 0.000
H -2.791 1.559 -4.431 0.000
H -2.094 1.766 -6.793 0.000
H 0.223 1.210 -7.450 0.000
H 1.848 0.459 -5.752 0.000
H 1.149 0.245 -3.373 0.003
H -4.166 0.020 -1.995 -0.001
H -5.338 -2.158 -2.184 0.000
H -4.036 -4.235 -2.463 0.000
H -1.568 -4.154 -2.570 0.000
H -0.393 -1.968 -2.410 0.001

***

Copy entry 1 word for word.
79
Properties=species:S:1:pos:R:3:mulliken_spin:R:1 method="wB97M-V/def2-TZVPD" max_force_ha_per_bohr=0.0375 lumo_energy_ev="-0.4 / -0.7" e_above_lowest_kcal_mol=6.0 multiplicity=3 energy_ev=-121510.6442 s2=2.0125 charge=0
V -0.950 1.674 -0.972 1.996
O -0.621 5.047 -3.060 0.020
C -0.889 4.181 -2.279 0.005
O -0.563 2.900 -2.337 -0.009
C -1.646 4.448 -0.976 0.048
C -2.204 5.620 -0.526 -0.012
C -2.811 5.612 0.727 0.023
C -2.823 4.456 1.507 -0.011
C -2.248 3.324 0.986 0.041
N -1.701 3.346 -0.228 -0.071
C -2.089 1.945 1.622 -0.004
O -2.407 1.710 2.753 0.016
O -1.517 1.126 0.756 -0.025
H -2.165 6.503 -1.151 0.000
H -3.272 6.516 1.104 0.001
H -3.266 4.425 2.494 0.000
C 3.643 4.136 1.164 -0.001
N 2.741 3.325 0.349 0.002
C 1.451 3.088 0.538 0.030
N 1.049 2.125 -0.274 -0.061
C 2.185 1.814 -0.973 0.027
N 3.237 2.513 -0.621 -0.001
C 4.185 3.365 2.353 0.000
C 4.738 4.044 3.433 0.000
C 5.277 3.338 4.501 0.000
C 5.281 1.951 4.501 0.000
C 4.733 1.272 3.421 0.000
C 4.179 1.979 2.358 0.001
C 4.792 -0.195 3.342 0.000
N 5.603 -1.006 3.912 0.000
N 5.320 -2.281 3.385 0.000
C 4.364 -2.117 2.548 0.000
O 3.963 -0.821 2.469 0.000
C 3.735 -3.082 1.634 0.000
C 4.490 -4.125 1.103 0.000
C 3.927 -4.957 0.148 0.000
C 2.614 -4.760 -0.268 0.000
C 1.847 -3.745 0.285 0.002
C 0.409 -3.548 -0.136 -0.001
N 0.191 -2.302 -0.882 0.002
C 0.001 -1.097 -0.382 0.033
N -0.212 -0.239 -1.373 -0.050
C -0.137 -1.025 -2.497 0.011
N 0.117 -2.282 -2.240 -0.001
C 2.418 -2.904 1.233 0.000
H 3.108 5.026 1.482 0.000
H 4.455 4.438 0.509 0.000
H 0.845 3.598 1.274 0.000
H 2.223 1.060 -1.742 0.000
H 4.760 5.130 3.438 0.000
H 5.700 3.877 5.340 0.000
H 5.707 1.390 5.325 0.000
H 3.779 1.426 1.518 0.000
H 5.512 -4.259 1.434 0.000
H 4.515 -5.756 -0.285 0.000
H 2.182 -5.408 -1.024 0.000
H -0.246 -3.510 0.731 0.000
H 0.075 -4.355 -0.778 0.000
H -0.038 -0.857 0.670 -0.002
H -0.278 -0.642 -3.495 0.000
H 1.837 -2.100 1.675 0.000
S -3.681 -4.267 -0.315 0.000
C -3.829 -2.759 -0.996 0.000
S -2.904 -1.395 -0.488 0.005
C -3.542 -0.404 -1.783 0.008
N -4.403 -1.028 -2.507 0.005
N -4.584 -2.333 -2.037 0.000
C -5.551 -3.121 -2.754 0.000
C -6.465 -3.902 -2.069 0.000
C -7.412 -4.621 -2.785 0.000
C -7.448 -4.553 -4.171 0.000
C -6.528 -3.761 -4.846 0.000
C -5.576 -3.040 -4.138 0.000
S -3.013 1.224 -2.096 -0.024
H -6.436 -3.946 -0.990 0.000
H -8.131 -5.231 -2.251 0.000
H -8.198 -5.107 -4.724 0.000
H -6.547 -3.703 -5.928 0.000
H -4.860 -2.406 -4.645 0.000